Entry 1:
Density functional theory data (ωB97M-V/def2-TZVPD) for a single C13H21N5O4 molecule.

Last column: Löwdin charge in e.
Geometry (Å):
C -6.4244 -0.6727 -1.9045  -0.0660
C -5.9021 -0.5586 -0.4846  -0.2292
O -4.5864 -0.0087 -0.5364  -0.0145
C -4.0144 0.2226 0.6676  -0.5401
O -4.5495 -0.0380 1.7204  0.0906
N -2.7991 0.8078 0.5564  -0.0420
C -2.0906 0.9854 -0.6895  -0.1326
C -0.9116 0.0132 -0.7691  -0.1083
C 0.0054 0.2131 0.4433  -0.3284
N 1.1199 -0.7022 0.4070  0.1023
C 2.3915 -0.3328 0.2185  -0.3758
N 3.3023 -1.3170 0.1936  0.1934
C 4.5476 -0.9152 0.0137  -0.4239
O 5.5224 -1.8110 -0.0253  -0.0215
C 5.1375 -3.1636 0.1374  -0.0748
N 4.9364 0.3466 -0.1394  0.2107
C 3.9542 1.2375 -0.0991  -0.4255
O 4.2447 2.5206 -0.2424  -0.0230
C 5.6141 2.8355 -0.4297  -0.0711
N 2.6705 0.9624 0.0747  0.2069
C -0.8019 0.0354 1.7325  -0.1092
C -1.9891 0.9997 1.7385  -0.1305
H -7.4258 -1.0928 -1.8913  0.0763
H -6.4558 0.3079 -2.3717  0.0763
H -5.7757 -1.3168 -2.4922  0.0755
H -6.5377 0.0945 0.1234  0.1267
H -5.8600 -1.5388 0.0041  0.1271
H -2.7812 0.8259 -1.5160  0.1232
H -1.7174 2.0150 -0.7288  0.1326
H -0.3520 0.1842 -1.6889  0.1204
H -1.2880 -1.0122 -0.7768  0.1231
H 0.4449 1.2146 0.4098  0.1391
H 0.9485 -1.6917 0.4934  0.1515
H 4.4510 -3.4671 -0.6557  0.0889
H 6.0580 -3.7411 0.0865  0.0907
H 4.6457 -3.3111 1.1011  0.0889
H 6.2067 2.4979 0.4224  0.0905
H 5.9993 2.3565 -1.3317  0.0905
H 5.6571 3.9186 -0.5222  0.0902
H -0.1687 0.2245 2.5994  0.1208
H -1.1731 -0.9901 1.7925  0.1239
H -2.6251 0.8284 2.6081  0.1240
H -1.6282 2.0334 1.7508  0.1322

* HOMO energy: -9.1 eV
* gap between HOMO and LUMO: 9.874 eV
* net charge: 0
* SMILES: CCOC(=O)N1CCC(Nc2nc(OC)nc(OC)n2)CC1
* LUMO: 0.02785 Eh
* relative energy (zero: lowest compared OMol25 entry of this formula, charge and spin): 0.0 kcal/mol

Entry 2:
Density functional theory data (ωB97M-V/def2-TZVPD) for a molecular structure, C13H21NO2.

Last column: Löwdin charge in e.
Geometry (Å):
C 2.0521 3.4028 -0.3149  -0.1240
C 1.9412 1.9063 -0.8934  -0.3229
C 2.4928 -0.0454 0.0904  -0.2521
C 3.6722 -0.5958 0.2015  -0.0926
C 3.8363 -1.8754 0.1231  -0.1619
C 2.7773 -2.7605 -0.2460  -0.0885
C 1.5095 -2.1114 -0.3857  0.0106
C 1.2886 -0.6851 -0.0842  -0.1876
C -0.7578 0.3743 1.0066  -0.1921
C -1.9222 1.2622 0.5522  -0.2126
C -3.2131 0.7268 -0.0144  -0.2468
C -3.3862 -0.6671 0.5160  -0.2867
C -5.3515 -0.4207 -0.5373  -0.3194
H 0.8185 3.5434 -0.1546  0.0911
H 2.9164 3.2825 0.7742  0.1636
H 2.7240 4.4561 -1.0285  0.1437
H 2.7293 1.8342 -1.7310  0.1460
H 0.8048 1.7372 -1.0571  0.1282
H 4.6334 -0.1092 0.4950  0.1526
H 4.6241 -2.4403 0.8912  0.1713
H 3.1311 -3.8739 -0.5094  0.1421
H 0.5424 -2.6980 -0.8121  0.1485
H 0.2137 0.8848 1.6643  0.1864
H -1.0666 -0.5042 1.8157  0.1584
H -2.1047 2.0085 1.3724  0.1310
H -1.6142 1.9878 -0.1405  0.0764
H -4.0784 1.4108 0.3490  0.1397
H -3.0231 0.8286 -1.1957  0.1631
H -2.5086 -1.2684 0.6438  0.0978
H -3.7476 -0.3851 1.5571  0.1525
H -4.0515 -1.9519 -1.2286  0.2586
H -5.1268 0.4444 -1.2898  0.1047
H -5.7841 0.0121 0.3495  0.0910
H -6.2100 -0.9690 -0.9747  0.0970
N -4.3935 -1.2229 -0.2665  -0.1951
O 2.1408 1.2875 0.3131  -0.1647
O 0.0213 -0.1295 -0.0641  -0.1073

* HOMO energy: -8.1 eV
* gap between HOMO and LUMO: 8.818 eV
* net charge: 0
* LUMO: 0.02815 Eh
* relative energy (zero: lowest compared OMol25 entry of this formula, charge and spin): 283.2 kcal/mol

Entry 3:
Density functional theory data (ωB97M-V/def2-TZVPD) for a molecular structure, C13H22BF4NO3PdSe2.

Last column: Mulliken spin population.
Geometry (Å):
Pd -0.2586 -1.0871 0.2096  1.4529
C -5.9796 2.7074 -0.2406  -0.0056
O -4.8268 3.5367 -0.0117  0.0109
C -3.6291 2.9945 -0.1529  0.0527
C -2.5487 3.9111 0.0749  0.2881
C -1.2188 3.4986 -0.0457  0.0365
C -0.8904 2.2060 -0.3668  0.1324
C 0.5402 1.8406 -0.5412  0.0229
C 1.5728 2.9252 -0.5122  -0.0049
O 0.9054 0.6797 -0.7293  0.1132
C -1.9995 1.2439 -0.5747  0.1400
O -1.7950 0.0285 -0.8447  0.2329
C -3.3525 1.6970 -0.4750  0.0793
H -6.8376 3.3570 -0.1160  -0.0001
H -6.0075 1.9031 0.4946  0.0025
H -5.9566 2.3064 -1.2536  0.0026
H -2.7942 4.9327 0.3321  -0.0089
H -0.4464 4.2333 0.1263  0.0184
H 1.3402 3.7190 -1.2220  0.0016
H 2.5465 2.5047 -0.7526  0.0025
H 1.6182 3.3660 0.4861  0.0045
H -4.1254 0.9642 -0.6430  -0.0018
C 5.4042 -1.5562 0.3724  -0.0134
Se 3.9616 -0.3570 -0.0242  0.8857
C 3.2258 -1.1736 -1.6366  -0.0128
C 2.7810 -2.6155 -1.4353  0.0201
Se 1.7590 -2.6839 0.2142  0.2405
C 1.1392 -4.5163 0.1708  0.0028
H 6.0727 -1.5878 -0.4887  0.0284
H 5.0012 -2.5433 0.5893  0.0147
H 5.9163 -1.1574 1.2442  0.0024
H 4.0105 -1.0889 -2.3935  0.0183
H 2.4009 -0.5170 -1.9038  -0.0076
H 3.6270 -3.2926 -1.3241  0.0097
H 2.1728 -2.9525 -2.2730  0.0011
H 2.0098 -5.1666 0.1780  0.0100
H 0.5372 -4.6888 -0.7173  0.0051
H 0.5629 -4.6692 1.0802  -0.0010
F -0.7872 0.3350 2.1481  0.0113
B 0.3316 -0.3261 2.7545  -0.0008
F 0.0932 -1.7408 2.4495  0.0580
F 0.4736 -0.0841 4.0597  0.0010
F 1.4748 0.0207 1.9813  0.0084
N -1.7866 -2.6204 0.3977  0.1679
H -2.6183 -2.1763 0.0112  -0.0064
H -1.9547 -2.8032 1.3854  -0.0081
H -1.6650 -3.5066 -0.0814  -0.0083

* expectation value of S²: 6.0411
* HOMO energy (spin up / spin down): -14.9 / -14.9 eV
* gap between HOMO and LUMO (spin up / spin down): 9.116 / 5.213 eV
* net charge: +2
* LUMO (spin up / spin down): -0.21187 / -0.35624 Eh
* multiplicity: 5

Entry 4:
Density functional theory data (ωB97M-V/def2-TZVPD) for 2 unconnected molecules or ions with the total composition C13H22ClIN3O7S.

Last column: Löwdin charge in e.
Geometry (Å):
C 3.7898 0.9835 1.0962  -0.0802
C 4.1832 -0.4257 1.4656  -0.1923
O 2.9703 -1.2106 1.3907  -0.0622
C 3.0033 -2.4513 1.8972  -0.4939
O 3.9667 -2.9477 2.4092  0.1321
C 1.6567 -3.1538 1.7878  -0.0633
C 0.5630 -2.4209 1.0000  -0.1653
C -0.6340 -1.9766 1.8436  -0.2218
N -1.1328 -0.6506 1.4299  -0.4314
I -0.0336 0.9321 2.0780  1.1756
C -2.1219 -0.4840 0.5760  -0.4646
N -2.8473 -1.4851 0.0423  0.1214
C -4.0903 -0.9044 -0.5203  -0.0620
C -3.9562 0.6064 -0.2417  -0.2342
C -4.8416 1.1946 0.8582  -0.1221
C -4.9760 0.3523 2.1030  -0.8154
O -4.3661 -0.6434 2.3252  0.0607
Cl -6.1111 1.0057 3.2533  0.7488
N -2.5184 0.6948 0.0687  0.1318
H 3.3144 1.4941 1.9344  0.0614
H 4.6720 1.5626 0.8228  0.0880
H 3.1048 0.9879 0.2500  0.0412
H 4.9243 -0.8544 0.7911  0.1312
H 4.5847 -0.4966 2.4763  0.1273
H 1.3594 -3.3358 2.8239  0.1298
H 1.8513 -4.1332 1.3539  0.1299
H 0.2165 -3.0489 0.1793  0.1198
H 0.9875 -1.5264 0.5440  0.0916
H -0.3643 -1.8912 2.8959  0.1082
H -1.4651 -2.6789 1.7839  0.1187
H -2.9704 -2.3004 0.6230  0.1388
H -4.1309 -1.1182 -1.5851  0.1285
H -4.9504 -1.3518 -0.0286  0.1303
H -4.1746 1.1552 -1.1549  0.1518
H -5.8250 1.4490 0.4614  0.1310
H -4.4176 2.1441 1.2033  0.1338
H -2.1616 1.5307 0.5126  0.0727
C 1.9863 1.5875 -4.5967  -0.1424
C 3.0369 2.6259 -4.2515  -0.1412
O 2.3519 3.4965 -3.3326  -0.1793
S 1.3327 2.6700 -2.4434  0.5776
O 1.9184 2.3352 -1.1910  -0.2498
O 0.0708 3.3144 -2.4804  -0.2184
O 1.3183 1.3536 -3.3411  -0.1933
H 1.2610 1.9627 -5.3187  0.1365
H 2.4073 0.6472 -4.9399  0.1376
H 3.3575 3.2172 -5.1036  0.1401
H 3.9004 2.1865 -3.7511  0.1367

* HOMO energy: -12.6 eV
* gap between HOMO and LUMO: 8.722 eV
* net charge: +1
* LUMO: -0.14103 Eh
* relative energy (zero: lowest compared OMol25 entry of this formula, charge and spin): 0.0 kcal/mol

Entry 5:
Density functional theory data (ωB97M-V/def2-TZVPD) for a molecular structure, C13H22ClN12O13Tb.

Last column: Mulliken spin population.
Geometry (Å):
Tb -0.0075 -0.7551 0.1590  6.1372
N -1.3754 2.4686 0.3240  -0.0016
C -2.6895 2.3332 0.9189  0.0014
C -3.1161 0.8821 1.2378  0.0046
O -4.2963 0.7599 1.6161  -0.0002
N -2.1893 -0.0550 1.1415  -0.0368
C -2.6446 -1.3642 1.6319  0.0023
C -1.5385 -2.0505 2.4762  -0.0011
O -1.8704 -2.7277 3.4489  -0.0003
O -0.3469 -1.8298 2.0932  -0.0290
H -0.7371 1.7855 0.7372  -0.0037
H -0.9834 3.3897 0.4947  -0.0001
H -3.4376 2.7415 0.2267  -0.0001
H -2.7980 2.8954 1.8660  0.0001
H -2.8760 -2.0323 0.7877  -0.0004
H -3.5536 -1.2390 2.2371  0.0006
N -0.5603 2.3406 -2.5721  0.0002
N 0.5233 3.1081 -2.0467  0.0001
C 1.1599 2.5263 -0.8982  0.0009
O 1.8155 3.3057 -0.2119  -0.0002
O 0.9967 1.2843 -0.7528  -0.0213
H -1.0636 2.9135 -3.2428  0.0000
H -1.1899 2.0862 -1.8001  -0.0002
H 0.2957 4.0819 -1.8387  -0.0002
C -0.3472 1.3308 3.6844  -0.0006
C 0.9321 0.6950 3.2882  -0.0004
N 1.2473 0.3117 2.0694  -0.0113
C 2.4917 -0.2471 2.1342  -0.0006
C 2.9512 -0.1750 3.4369  -0.0057
N 1.9398 0.4302 4.1462  0.0006
C 4.2060 -0.5622 4.1057  0.0000
O 5.1288 -1.1136 3.3617  -0.0001
O 4.3529 -0.3527 5.2999  0.0000
C 3.1129 -0.8563 0.9031  -0.0003
O 4.3261 -1.1744 0.9746  0.0009
O 2.3783 -0.9854 -0.0920  -0.0182
H -1.1679 0.7893 3.2071  0.0004
H -0.3792 2.3677 3.3472  0.0000
H -0.4685 1.3014 4.7653  0.0001
H 1.9767 0.5583 5.1465  0.0000
H 4.8458 -1.1723 2.3388  0.0001
O 1.1420 -3.3625 0.3146  -0.0010
Cl 0.3183 -3.3844 -0.8257  0.0031
O -1.0066 -2.9679 -0.5030  -0.0047
O 0.2815 -4.6966 -1.3861  -0.0003
O 0.8245 -2.4849 -1.8245  -0.0057
N -1.6236 -0.1970 -6.5142  0.0001
C -0.9066 -0.2117 -5.3293  0.0001
N 0.3974 -0.0017 -5.3501  0.0002
N -1.6492 -0.4114 -4.2763  0.0004
C -1.3208 -0.4356 -3.0421  -0.0029
N -1.2283 -0.5086 -1.8881  -0.0061
H -1.1419 -0.4560 -7.3598  0.0000
H -2.5457 -0.5912 -6.4136  0.0000
H 0.8386 0.1790 -6.2371  0.0000
H 1.0048 0.0255 -4.4201  0.0001
N 3.1453 0.2968 -2.9725  0.0000
N 1.7480 -0.0816 -3.1201  0.0005
H 3.4955 -0.1298 -2.1112  0.0001
H 3.1432 1.2999 -2.7840  0.0000
H 1.6774 -1.0685 -2.8703  0.0001
H 1.1852 0.4164 -2.4109  -0.0015

* expectation value of S²: 12.6096
* HOMO energy (spin up / spin down): -2.9 / -2.9 eV
* gap between HOMO and LUMO (spin up / spin down): 6.923 / 6.939 eV
* net charge: -2
* LUMO (spin up / spin down): 0.14774 / 0.14774 Eh
* relative energy (zero: lowest compared OMol25 entry of this formula, charge and spin): 72.8 kcal/mol
* multiplicity: 7

Number 1: F_max 0.83 eV/A. Number 2: F_max 11.15 eV/A. Number 3: F_max 0.46 eV/A. Number 4: F_max 0.77 eV/A. Number 5: F_max 4.34 eV/A.